1.
This record from OMol25 describes a 2-piece molecular cluster, C21H29FN4O3S2 overall at a distorted geometry. The level of theory is ωB97M-V/def2-TZVPD.

Properties
gap between HOMO and LUMO = 6.66 eV
HOMO = -8.2 eV

Geometry (Å):
S -2.08 2.26 -3.91
S 0.57 -5.56 -2.91
F -6.30 -0.40 -2.85
O -3.86 -5.02 -1.45
O 2.74 1.09 0.89
O 5.37 2.84 2.39
N -3.35 1.63 -2.86
N -0.80 1.06 -3.84
N -0.47 -3.60 -0.79
N 4.41 3.75 4.28
C -2.82 0.34 -2.29
C -4.32 -4.09 -0.59
C -2.66 -2.02 -0.76
C 2.82 -0.32 1.30
C 1.07 -1.63 -3.09
C 2.28 -0.69 -2.48
C 3.04 -1.45 -1.20
C -1.32 0.01 -2.87
C -1.13 -2.35 -1.34
C -6.07 0.35 -1.59
C -3.53 -0.70 -1.23
C -0.42 -1.33 -2.45
C -5.04 -0.48 -0.62
C -3.33 -3.10 0.32
C -7.53 0.39 -0.80
C 2.10 -1.28 0.14
C 4.13 3.62 5.70
C 3.96 4.94 3.59
C -0.31 -4.56 -1.80
C 3.95 1.53 0.18
C 5.10 2.79 3.58
H 3.10 -0.62 -3.33
H -5.50 -4.01 -0.48
H 1.04 -0.79 -0.09
H -7.82 -0.75 -0.61
H 3.29 4.64 2.77
H -5.75 1.48 -1.77
H 1.42 -2.74 -3.01
H 3.43 5.61 4.27
H 4.11 -0.95 -1.09
H 3.90 -0.69 1.58
H 5.40 1.93 4.20
H 1.00 -1.39 -4.26
H -5.03 0.03 0.46
H 3.20 -2.57 -1.51
H 3.65 1.61 -0.96
H 4.27 2.59 0.62
H 4.83 0.75 0.23
H -4.04 -2.51 1.05
H 1.96 0.41 -2.21
H -2.51 -3.72 0.89
H 2.17 -0.43 2.28
H 4.59 4.46 6.23
H 1.90 -2.37 0.56
H -8.36 0.96 -1.40
H 4.83 5.45 3.16
H -5.53 -1.56 -0.46
H -7.34 0.84 0.28
H 4.53 2.68 6.09
H 3.05 3.64 5.84


2.
This record from OMol25 describes C21H29I2N2O5PPd as an isolated structure at a distorted geometry. The level of theory is ωB97M-V/def2-TZVPD.

Properties
gap between HOMO and LUMO (alpha / beta) = 7.01 / 2.55 eV
charge = +2
HOMO (alpha / beta) = -13.9 / -13.7 eV
expectation value of S² = 6.0477
2S+1 = 5

Geometry (Å):
I -4.46 -1.81 -5.54
I -0.47 -5.09 -2.63
Pd 0.58 0.72 -0.66
P 0.23 0.18 2.62
O 1.32 1.26 3.01
O 1.18 -1.07 2.79
O -1.21 -2.63 -0.63
O -0.26 0.38 1.12
O -1.00 0.20 3.51
N 0.90 1.04 -2.57
N -1.41 1.05 -1.13
C 1.15 2.69 3.30
C -2.37 -0.11 -0.98
C 1.55 -2.83 1.15
C -2.89 -0.87 -3.27
C 2.55 3.04 3.73
C -1.38 1.91 -2.38
C -1.47 -3.28 -2.88
C 0.10 2.80 4.43
C -2.22 -1.08 -2.10
C 1.14 1.41 -5.27
C -2.03 -3.02 -4.12
C 0.90 -2.52 2.52
C 0.89 3.43 2.05
C -1.58 -2.32 -1.80
C -0.15 1.60 -3.22
C -0.62 -2.75 2.58
C 2.26 1.00 -4.51
C 2.07 0.79 -3.16
C 1.54 -3.21 3.70
C -0.07 1.75 -4.62
C -2.89 -1.92 -4.19
H 2.91 2.36 4.50
H 2.67 4.06 4.13
H 3.26 2.97 2.89
H 1.33 -3.85 0.89
H 2.60 -2.96 3.65
H -3.38 0.30 -0.87
H 3.24 0.89 -5.01
H -2.32 1.78 -2.94
H 1.09 -2.26 0.32
H 0.59 2.54 5.36
H -0.95 2.22 -5.08
H -1.52 1.67 -0.32
H 2.65 -2.53 1.16
H 1.03 -2.80 4.62
H 2.86 0.42 -2.50
H -0.41 3.77 4.53
H 1.14 1.46 -6.38
H -0.14 3.24 1.69
H -1.02 -2.29 3.47
H -1.84 -3.57 -5.02
H -3.44 0.06 -3.50
H 1.39 -4.23 3.59
H -0.67 2.03 4.33
H -2.13 -0.65 -0.01
H 0.99 4.53 2.22
H -1.13 -2.26 1.71
H -1.31 2.96 -2.02
H 1.50 3.21 1.17
H -0.87 -3.81 2.57


3.
This record from OMol25 describes one molecule with the formula C21H29N3O2S. The level of theory is ωB97M-V/def2-TZVPD.

Properties
gap between HOMO and LUMO = 8.94 eV
HOMO = -8.5 eV
energy relative to the best compared isomer or geometry (same formula, charge and spin) = 73.8 kJ/mol

Geometry (Å):
S -0.84 0.03 2.22
O -4.33 -0.47 2.08
O 4.02 -0.14 1.41
N -3.35 -0.34 0.06
N 1.75 -0.04 1.56
N 0.40 -1.84 0.89
C -2.34 -2.11 -1.38
C 1.43 3.57 -1.64
C 0.57 -0.70 1.46
C 3.70 -3.82 -0.67
C 1.75 2.42 1.05
C 3.88 -2.63 -0.02
C -3.36 -0.67 1.38
C 1.85 1.30 2.10
C 1.49 -2.48 0.35
C -4.52 0.32 -0.47
C 2.78 -1.94 0.50
C -2.28 -0.68 -0.85
C 2.79 3.49 -0.97
C 0.32 3.66 -0.60
C 2.42 -4.35 -0.83
C -2.10 -1.26 1.98
C 2.85 2.30 -0.02
C -5.51 -0.63 -1.14
C 2.95 -0.66 1.18
C 1.32 -3.69 -0.32
C 0.39 2.47 0.36
H 1.28 2.68 -2.26
H -5.78 -1.43 -0.45
H 0.44 4.59 -0.03
H -5.10 -1.06 -2.05
H -1.46 -2.32 -1.98
H 4.55 -4.36 -1.07
H 1.07 1.43 2.86
H -1.62 -2.03 1.38
H 2.97 4.41 -0.41
H -6.42 -0.08 -1.40
H 2.71 1.38 -0.59
H 1.90 3.35 1.59
H -3.23 -2.27 -1.99
H 3.83 2.24 0.46
H 4.86 -2.20 0.11
H 0.32 -4.09 -0.43
H -1.31 -0.53 -0.36
H -5.01 0.81 0.37
H 1.39 4.44 -2.30
H -2.37 -2.83 -0.56
H -4.19 1.09 -1.18
H -0.40 2.56 1.11
H -0.65 3.69 -1.09
H -2.36 -1.64 2.97
H 0.22 1.55 -0.21
H 2.28 -5.29 -1.34
H 3.58 3.40 -1.72
H 2.83 1.36 2.59
H -2.33 0.02 -1.69


4.
This record from OMol25 describes one molecule with the formula C21H29N3O4S at a distorted geometry. The level of theory is ωB97M-V/def2-TZVPD.

Properties
gap between HOMO and LUMO = 7.75 eV
HOMO = -7.8 eV
energy relative to the best compared isomer or geometry (same formula, charge and spin) = 110.7 kJ/mol

Geometry (Å):
S 3.09 -0.57 0.56
O 1.09 -0.43 -5.45
O 0.12 -1.04 -3.53
O 4.29 3.90 -0.57
O 5.27 4.09 -2.58
N 0.53 -1.21 0.60
N 1.23 -0.14 -1.30
N -2.41 -0.77 3.60
C 0.24 -1.35 -6.12
C 0.70 -1.85 1.89
C -2.86 -2.08 4.02
C 4.39 3.56 -1.72
C -3.44 0.23 3.72
C -1.84 -1.47 1.22
C -0.84 -1.14 0.11
C -4.76 -0.14 3.02
C 1.98 0.70 -2.09
C 1.85 0.61 -3.50
C -0.06 -1.08 2.97
C -5.25 -1.48 3.56
C 3.54 2.52 -2.37
C 3.46 2.41 -3.76
C 2.81 1.68 -1.55
C -1.48 -0.68 2.49
C 1.55 -0.62 -0.05
C 0.94 -0.36 -4.13
C 6.12 5.09 -2.03
C 2.61 1.47 -4.31
C -4.17 -2.54 3.37
H 0.35 -2.88 1.82
H -5.48 -1.38 4.62
H -4.48 -3.48 3.83
H -0.98 -1.83 -0.73
H 6.68 4.70 -1.19
H 0.40 -2.37 -5.75
H 4.04 3.06 -4.39
H 0.49 -0.19 3.24
H 0.53 -0.66 -1.83
H -1.83 -2.54 1.43
H -3.02 -2.03 5.11
H 6.79 5.39 -2.83
H -3.06 1.18 3.35
H 5.53 5.95 -1.69
H -2.07 -2.81 3.84
H -0.14 -1.70 3.86
H 0.49 -1.29 -7.18
H -0.81 -1.09 -5.96
H -3.65 0.35 4.79
H -4.02 -2.72 2.31
H -4.59 -0.21 1.94
H 2.50 1.39 -5.38
H -5.49 0.64 3.20
H -6.17 -1.78 3.05
H -1.03 -0.12 -0.25
H -1.46 0.38 2.21
H -2.83 -1.20 0.87
H 1.77 -1.86 2.11
H 2.89 1.79 -0.48


Per-record molar mass, g/mol: 468.6 780.7 387.5 419.5